{"formula": "C34H44N9O10P2S2Y", "method": "the ωB97M-V functional and the def2-TZVPD basis", "elements": ["Y", "S", "C", "N", "C", "C", "N", "C", "C", "C", "C", "C", "C", "C", "C", "S", "C", "C", "C", "C", "C", "C", "C", "H", "H", "H", "H", "H", "H", "H", "H", "H", "H", "H", "H", "H", "H", "H", "H", "H", "H", "N", "C", "C", "P", "O", "O", "O", "P", "O", "O", "O", "H", "H", "H", "H", "H", "H", "H", "H", "C", "O", "C", "O", "N", "N", "H", "H", "H", "H", "H", "H", "N", "C", "O", "C", "C", "C", "C", "N", "C", "H", "H", "H", "H", "H", "H", "N", "C", "O", "C", "C", "C", "C", "N", "C", "H", "H", "H", "H", "H", "H"], "positions_angstrom": [[0.8232, -0.9834, 0.8298], [-1.5399, -1.0642, -0.8433], [-2.0798, 0.5207, -0.7360], [-3.3451, 0.8701, -0.7354], [-3.7355, 2.2886, -0.6594], [-2.7982, 2.9902, 0.2757], [-1.4276, 2.8175, -0.2268], [-0.4983, 3.9598, -0.1529], [-0.3077, 4.6389, -1.4897], [-1.3916, 5.2124, -2.1490], [-1.2183, 5.8378, -3.3740], [0.0471, 5.9029, -3.9457], [1.1327, 5.3416, -3.2883], [0.9537, 4.7056, -2.0658], [-1.0368, 1.6451, -0.6818], [0.5082, 1.3326, -1.2088], [-4.4691, -0.0773, -0.8996], [-5.2660, 0.2614, -2.1342], [-6.5758, 0.7107, -2.0348], [-7.2964, 1.0254, -3.1818], [-6.7033, 0.8980, -4.4289], [-5.3905, 0.4500, -4.5330], [-4.6755, 0.1304, -3.3899], [-4.7561, 2.3374, -0.2890], [-3.7158, 2.7292, -1.6573], [-2.8714, 2.5804, 1.2867], [-3.0264, 4.0509, 0.3114], [0.4573, 3.5928, 0.2197], [-0.9238, 4.6530, 0.5733], [-2.3810, 5.1917, -1.7005], [-2.0656, 6.2884, -3.8757], [0.1858, 6.3986, -4.8981], [2.1215, 5.3983, -3.7266], [1.7990, 4.2558, -1.5564], [-5.0892, -0.0038, -0.0051], [-4.0563, -1.0767, -0.9561], [-7.0438, 0.8061, -1.0599], [-8.3201, 1.3681, -3.0989], [-7.2643, 1.1414, -5.3221], [-4.9302, 0.3424, -5.5074], [-3.6532, -0.2297, -3.4686], [0.6625, 2.8587, 3.8325], [0.8402, 1.3437, 3.9192], [1.1162, 0.9302, 5.3590], [-0.8038, 0.7057, 3.2609], [-1.1104, -0.6130, 4.0986], [-1.7433, 1.8316, 3.5241], [-0.5994, 0.2610, 1.8279], [2.1673, 0.9002, 2.7382], [3.4665, 1.5204, 3.4281], [2.2523, -0.6074, 2.6284], [1.8208, 1.5823, 1.4652], [-0.3630, 3.0134, 3.8696], [1.0069, 3.2074, 2.9330], [1.1425, 3.3453, 4.5875], [0.2731, 1.1563, 6.0148], [2.0024, 1.4396, 5.7430], [1.3016, -0.1415, 5.4007], [-1.6211, -0.4384, 4.9009], [4.1682, 0.8901, 3.6357], [-2.2636, -4.2288, 3.0581], [-1.6462, -4.6617, 1.8238], [-0.9213, -3.7651, 1.1942], [-0.7301, -2.6223, 1.6057], [-0.4044, -4.2594, 0.0533], [0.3570, -3.4284, -0.7700], [-2.7997, -5.0938, 3.4274], [-2.9448, -3.4053, 2.8632], [-1.5006, -3.9188, 3.7671], [-0.7013, -5.1700, -0.2611], [-0.1851, -3.1937, -1.5961], [1.1806, -3.9399, -1.0646], [5.7358, -4.6393, 0.0846], [5.4037, -4.9279, 1.3701], [6.1145, -5.5822, 2.0990], [4.1114, -4.3558, 1.9105], [3.8396, -4.5644, 3.2575], [2.6729, -4.0535, 3.7993], [1.8222, -3.3476, 2.9726], [2.0648, -3.1298, 1.6752], [3.1931, -3.6363, 1.1681], [6.5798, -5.0536, -0.2757], [5.1373, -4.1530, -0.5544], [4.5539, -5.1283, 3.8438], [2.4244, -4.1979, 4.8425], [0.9085, -2.9175, 3.3648], [3.3501, -3.4464, 0.1113], [1.8752, -0.5293, -4.9265], [3.0805, -1.0132, -4.5244], [3.8737, -1.5691, -5.2502], [3.3672, -0.9030, -3.0509], [4.6745, -0.6973, -2.6261], [4.9328, -0.6145, -1.2687], [3.8806, -0.7715, -0.3854], [2.6245, -1.0056, -0.7843], [2.3809, -1.0551, -2.1025], [1.6733, -0.5542, -5.9130], [1.3401, 0.0972, -4.3492], [5.4616, -0.6075, -3.3653], [5.9304, -0.4329, -0.8936], [4.0447, -0.7235, 0.6849], [1.3522, -1.2245, -2.3987]], "forces_ev_per_a": [[-0.1705, -1.1460, -1.0192], [-0.3100, -0.0339, -0.1570], [0.1522, 0.0869, -0.0299], [-0.1986, 0.1290, -0.0426], [0.0301, -0.1885, -0.0237], [0.1688, -0.0252, -0.0401], [-0.1323, 0.1209, 0.1955], [-0.0536, -0.0276, -0.0400], [-0.0113, -0.0084, -0.0088], [-0.0267, 0.0169, -0.0060], [0.0180, -0.0011, -0.0058], [0.0038, -0.0178, 0.0262], [-0.0284, -0.0007, 0.0141], [0.0319, 0.0358, -0.0175], [-0.0857, -0.1904, -0.0559], [0.0463, 0.0662, -0.1243], [0.0349, 0.1199, -0.0932], [0.0164, 0.0023, -0.0191], [-0.0312, 0.0009, -0.0158], [0.0170, 0.0006, 0.0025], [-0.0032, -0.0026, 0.0202], [0.0050, -0.0018, 0.0150], [0.0101, 0.0127, 0.0061], [-0.0409, -0.0411, 0.0171], [-0.0071, -0.0048, -0.0537], [0.0444, 0.0233, 0.0603], [0.0170, 0.0502, -0.0190], [0.0501, -0.0722, 0.0039], [-0.0239, 0.0062, 0.0184], [0.0434, -0.0026, -0.0220], [0.0331, -0.0179, 0.0146], [-0.0037, -0.0136, 0.0289], [-0.0402, -0.0020, 0.0139], [-0.0385, 0.0117, -0.0243], [-0.0006, 0.0167, 0.0238], [0.0649, -0.0701, 0.0268], [0.0190, -0.0070, -0.0404], [0.0396, -0.0139, -0.0028], [0.0184, -0.0063, 0.0263], [-0.0208, 0.0049, 0.0352], [-0.0478, 0.0140, -0.0059], [0.1183, -0.2179, 0.0652], [-0.0596, -0.0070, -0.0966], [-0.0375, 0.1309, -0.0032], [-0.2722, 0.5028, -0.1205], [0.0269, 0.0008, 0.0847], [0.1454, -0.1611, 0.0030], [-0.4982, 0.2692, 1.1039], [0.4246, 0.3731, 0.3039], [-0.0481, -0.1845, -0.0169], [-0.2473, 0.1751, 0.1190], [0.1849, 0.1394, -0.0731], [-0.2077, 0.0404, 0.0723], [0.0330, -0.0658, -0.1022], [0.0590, 0.0188, 0.0378], [-0.0041, 0.0056, -0.0037], [-0.0073, -0.0149, -0.0107], [-0.0175, -0.0060, -0.0229], [-0.0237, -0.0121, -0.0223], [-0.0026, 0.0348, 0.0378], [0.0145, -0.0130, -0.0400], [-0.1216, 0.0312, 0.1100], [0.0618, -0.0542, 0.0285], [0.2246, 0.1401, 0.0729], [-0.0548, -0.0037, 0.0380], [0.0074, 0.1534, -0.0165], [-0.0123, -0.0390, -0.0088], [-0.0113, 0.0224, -0.0224], [0.0246, 0.0001, 0.0101], [-0.0239, -0.0475, -0.0209], [0.0197, -0.0092, -0.1081], [0.1144, 0.0393, 0.0491], [-0.0407, -0.0381, 0.0822], [0.0773, 0.0909, 0.0341], [-0.0402, -0.0003, -0.0585], [0.0561, -0.0791, -0.0304], [0.0193, -0.0356, 0.0504], [0.0842, -0.1279, -0.0550], [-0.0697, 0.0165, 0.0372], [0.2089, 0.1088, 0.0853], [-0.1324, -0.0093, -0.1123], [0.0038, -0.0151, 0.0043], [-0.0133, -0.0055, 0.0008], [-0.0059, 0.0111, -0.0003], [0.0137, -0.0024, -0.0483], [0.0078, 0.0011, 0.0107], [0.0055, 0.0273, 0.0313], [0.0829, -0.0385, 0.0482], [-0.1163, -0.2545, -0.0400], [-0.0147, 0.1649, -0.0029], [0.0668, 0.1008, -0.1104], [0.0808, -0.0054, -0.0007], [0.0604, -0.0038, -0.0773], [0.0199, -0.0239, 0.0351], [0.3651, 0.0790, -0.1567], [-0.0672, -0.0859, 0.1234], [0.0151, 0.0063, -0.0223], [0.0279, 0.0442, -0.0097], [-0.0220, 0.0031, 0.0243], [-0.0171, -0.0062, -0.0120], [-0.0243, -0.0028, 0.0031], [-0.0303, 0.0152, 0.0371]], "mulliken_charge": [1.07, -0.49, 0.58, 0.16, -0.62, -0.95, 0.67, -1.57, 0.69, -0.20, -0.92, -0.46, -0.82, -0.15, -0.35, -0.01, -1.17, 0.46, -0.39, -0.68, -0.44, -0.71, -0.08, 0.59, 0.27, 0.11, 0.58, 0.37, 0.77, 0.32, 0.42, 0.41, 0.41, 0.45, 0.41, 0.48, 0.39, 0.40, 0.40, 0.41, 0.42, -0.16, 0.71, -1.96, 0.75, -0.35, -1.02, 0.01, 0.11, -0.55, 0.07, -0.54, 0.39, 0.25, 0.39, 0.47, 0.52, 0.33, 0.37, 0.39, -0.59, -0.52, 0.36, -0.07, -0.43, -0.28, 0.27, 0.26, 0.24, 0.27, 0.46, 0.36, -0.26, 0.27, -0.61, 0.38, -0.41, -1.28, 0.13, 0.47, -0.71, 0.24, 0.16, 0.53, 0.52, 0.41, 0.11, -0.25, 0.06, -0.59, 0.19, -0.41, -1.36, -0.46, 1.26, -0.94, 0.24, 0.17, 0.53, 0.54, 0.57, 0.79], "total_charge": 2, "molar_mass_g_mol": 953.77}

{"formula": "C8H11NO2S", "method": "the ωB97M-V functional and the def2-TZVPD basis", "elements": ["C", "O", "C", "C", "C", "C", "C", "C", "S", "H", "H", "H", "H", "H", "H", "H", "H", "H", "H", "N", "C", "O", "H"], "positions_angstrom": [[2.0917, -1.3639, -0.5810], [1.0273, -0.8247, 0.2161], [-0.0837, -0.3541, -0.4397], [-0.9443, -1.3277, -1.1067], [-0.1928, 0.9632, -0.5269], [-1.5126, 1.6452, -0.8733], [-1.3780, 3.0351, -0.4257], [-0.2887, 3.3635, 0.2602], [0.9659, 2.1571, 0.3113], [2.6174, -0.5068, -1.0393], [1.6300, -2.0362, -1.3628], [2.8765, -1.9241, -0.1178], [-0.4359, -1.8731, -1.8723], [-1.3367, -1.9749, -0.3857], [-1.8150, -0.7743, -1.5536], [-1.5352, 1.7252, -1.8767], [-2.4543, 1.1968, -0.5140], [-2.1290, 3.8040, -0.6364], [-0.0657, 4.3604, 0.6486], [1.3150, -2.0104, 2.8003], [0.3534, -2.5405, 3.2552], [-0.4867, -3.0276, 3.9099], [1.7815, -1.7121, 1.9103]], "forces_ev_per_a": [[-1.2966, 0.7141, -2.4695], [1.2797, -1.0771, 0.8843], [1.8872, 0.8325, -0.5326], [-1.5296, 1.5922, -0.8035], [-0.7568, 0.8710, 1.8234], [0.8133, -0.0060, 2.0348], [-0.3853, 1.7463, 1.1882], [0.0827, 0.6894, -0.4779], [-0.7958, -1.5325, -0.4396], [-0.2986, -0.3712, -0.2584], [0.7697, 0.7245, 0.5661], [-0.1090, -0.4175, 1.3413], [0.2793, -0.4058, -0.5358], [-0.6259, -1.3842, 1.0404], [0.8598, -0.7092, 0.2039], [-0.6231, -0.1829, -3.8540], [0.6095, -0.1956, 0.0162], [0.0754, -0.4731, 0.1411], [-0.0820, -0.3910, -0.1640], [1.5291, 0.6483, -1.5783], [0.1197, -0.0458, 0.6317], [-0.2933, -0.0837, -0.3766], [-1.5095, -0.5427, 1.6189]], "mulliken_charge": [-0.74, -0.26, 0.38, -1.14, 0.11, -0.69, -0.50, -0.27, -0.17, 0.29, 0.23, 0.35, 0.34, 0.34, 0.33, 0.39, 0.34, 0.34, 0.35, -0.45, 0.54, -0.47, 0.37], "total_charge": 0, "molar_mass_g_mol": 185.25}

What did we get for relative energy (zero: lowest compared OMol25 entry of this formula, charge and spin)? Answer: 84.0; 248.0 kJ/mol, in the order shown.